# 1
{
  "formula": "C15H4Cl5I2NO2RuTe4",
  "method": "ωB97M-V/def2-TZVPD",
  "species": ["Ru", "Cl", "C", "C", "Cl", "C", "Cl", "C", "O", "C", "Cl", "C", "Cl", "I", "C", "C", "C", "I", "C", "C", "C", "C", "N", "C", "C", "O", "H", "H", "H", "H", "Te", "Te", "Te", "Te"],
  "coordinates": [[0.94534, -1.56558, -0.87607], [4.24691, 3.57141, 3.52109], [3.48471, 2.24157, 2.73871], [3.17712, 2.30350, 1.38721], [3.55518, 3.71636, 0.47274], [2.56145, 1.22580, 0.76215], [2.16485, 1.31526, -0.93110], [2.21995, 0.05447, 1.45375], [1.62849, -0.98036, 0.91826], [2.54680, 0.01523, 2.82511], [2.15381, -1.42187, 3.68763], [3.16494, 1.08415, 3.45254], [3.54753, 0.98601, 5.12740], [-2.92027, -3.60470, 2.02206], [-2.94581, -1.90763, 0.82953], [-4.10056, -1.10992, 0.77903], [-4.16474, 0.00242, -0.01802], [-5.92925, 1.11190, -0.03719], [-3.04917, 0.36949, -0.80845], [-3.00634, 1.46711, -1.69987], [-1.88540, 1.71487, -2.43550], [-0.76367, 0.88402, -2.26879], [-0.76064, -0.12690, -1.43841], [-1.88698, -0.42328, -0.72118], [-1.81357, -1.60025, 0.09468], [-0.73026, -2.32166, 0.09922], [-4.95495, -1.38966, 1.37950], [-3.87683, 2.10214, -1.79804], [-1.84342, 2.54115, -3.13040], [0.14574, 1.06454, -2.82785], [3.46505, -2.22478, -1.24627], [3.97325, -2.66567, -3.80689], [1.59424, -3.19678, -4.87398], [0.05651, -3.23238, -2.63258]],
  "atomic_forces_ev_per_a": [[0.24, -0.10, -0.34], [-0.01, -0.02, -0.01], [0.01, 0.01, 0.03], [0.01, 0.10, -0.15], [-0.01, -0.07, 0.07], [-0.11, -0.08, -0.17], [0.10, -0.05, 0.20], [0.17, -0.04, -0.15], [-0.36, 0.19, 0.27], [-0.01, -0.11, 0.02], [0.02, 0.08, -0.04], [0.03, 0.00, 0.10], [-0.01, 0.01, -0.04], [0.01, -0.03, 0.02], [-0.01, -0.05, 0.04], [0.04, 0.08, -0.08], [0.00, -0.10, 0.07], [-0.04, 0.04, -0.01], [-0.06, 0.08, -0.04], [-0.07, -0.03, 0.06], [0.11, -0.05, -0.01], [-0.07, 0.12, -0.05], [-0.13, -0.12, 0.22], [0.22, 0.05, -0.16], [-0.05, 0.05, -0.04], [-0.08, 0.01, 0.13], [0.01, -0.02, 0.01], [-0.01, -0.01, 0.01], [0.02, -0.01, -0.01], [-0.01, 0.00, -0.01], [0.04, 0.02, -0.05], [0.08, 0.03, -0.01], [-0.22, 0.05, 0.31], [0.14, -0.01, -0.20]],
  "homo_ev": [-7.88, -7.83],
  "spin_multiplicity": 5,
  "lumo_energy_ev": [-1.6, -3.2],
  "de_lowest_kj_mol": 0.0,
  "s2": 6.038,
  "max_force_ev_per_a": 0.49
}


# 2
{
  "formula": "C15H50N6O10",
  "method": "ωB97M-V/def2-TZVPD",
  "species": ["N", "C", "N", "O", "H", "H", "H", "H", "N", "C", "N", "O", "H", "H", "H", "H", "N", "C", "N", "O", "H", "H", "H", "H", "C", "C", "O", "H", "H", "H", "H", "H", "H", "C", "C", "O", "H", "H", "H", "H", "H", "H", "C", "C", "O", "H", "H", "H", "H", "H", "H", "C", "C", "O", "H", "H", "H", "H", "H", "H", "C", "C", "O", "H", "H", "H", "H", "H", "H", "C", "O", "H", "H", "H", "H", "C", "O", "H", "H", "H", "H"],
  "coordinates": [[2.53522, -3.01601, 2.48791], [3.40722, -2.05801, 2.40591], [3.42022, -1.53301, 1.18391], [4.36922, -1.83801, 3.34591], [2.50022, -3.58101, 3.36591], [1.66922, -3.24101, 1.93291], [4.15022, -0.86801, 0.89791], [2.85022, -1.96801, 0.45491], [-0.35178, -0.74401, -0.01309], [-0.07778, 0.10099, 0.96891], [1.14122, 0.13599, 1.42591], [-0.95278, 1.00099, 1.45091], [-1.32278, -0.95901, -0.26609], [0.46922, -1.13301, -0.50409], [1.34422, 0.70699, 2.25991], [1.92022, -0.57701, 1.23191], [2.98022, 2.06599, 0.33791], [3.15922, 2.93899, 1.29791], [3.79922, 3.99499, 0.96691], [2.88422, 2.59099, 2.63491], [2.30322, 1.31899, 0.50891], [3.16222, 2.09899, -0.65509], [4.23422, 4.56299, 1.63391], [4.06322, 4.20399, -0.01409], [2.86322, -0.56201, -2.06609], [2.55022, -2.08701, -2.15209], [2.01322, -2.43801, -0.95209], [2.09922, 0.07299, -1.62009], [3.11322, -0.23701, -3.07309], [3.77922, -0.38201, -1.45909], [3.44222, -2.57801, -2.45609], [1.78022, -2.28301, -2.87609], [1.77722, -3.36801, -0.93709], [-1.17878, -2.65101, 2.94391], [-1.14978, -3.62601, 1.78691], [0.08022, -3.36401, 1.02091], [-1.29878, -1.65001, 2.53591], [-0.16478, -2.68601, 3.44291], [-2.04478, -2.69701, 3.66891], [-1.96278, -3.35901, 1.19791], [-1.26178, -4.68601, 2.10691], [-0.12978, -2.51701, 0.59091], [-3.47878, 0.04799, -2.65709], [-3.64778, -0.04801, -1.17109], [-2.99378, -1.17301, -0.70509], [-3.96778, -0.71801, -3.09209], [-2.49178, 0.01399, -2.84409], [-3.84378, 1.01899, -2.94909], [-4.67778, -0.01601, -0.79409], [-3.19678, 0.93099, -0.64409], [-3.61878, -1.73701, -0.28909], [-0.21778, 2.08399, -1.92609], [0.04822, 1.35599, -3.19909], [1.22822, 1.64599, -3.71109], [0.58622, 1.96899, -1.17109], [-1.14278, 2.02499, -1.41309], [-0.32178, 3.12199, -2.25909], [-0.64578, 1.64999, -3.96009], [-0.07578, 0.34599, -2.97209], [1.20422, 1.14099, -4.59109], [0.00622, 4.27899, 1.00291], [-1.48078, 4.55899, 1.19791], [-2.14878, 3.34999, 1.55191], [0.37922, 3.57699, 0.22791], [0.54122, 3.86599, 1.79891], [0.48622, 5.22099, 0.75991], [-1.92178, 5.01599, 0.29391], [-1.55478, 5.26999, 1.88991], [-1.48378, 2.64299, 1.68591], [-1.32378, -2.90801, -3.20809], [-0.79578, -3.65701, -2.12109], [-0.61378, -2.43501, -3.90809], [-1.91778, -2.12901, -2.79109], [-2.14978, -3.49001, -3.74209], [-1.55778, -3.86501, -1.59409], [-3.63478, 0.64599, 3.05891], [-3.72778, 0.53899, 1.63891], [-2.76978, 0.04799, 3.43791], [-4.55078, 0.31399, 3.59391], [-3.52578, 1.69699, 3.38491], [-2.96578, 0.69399, 1.14491]],
  "atomic_forces_ev_per_a": [[-3.58, -4.10, 2.60], [6.70, 0.56, 4.31], [0.81, 2.29, -1.85], [-4.84, -0.60, -4.34], [0.51, 1.16, -1.01], [1.29, 1.04, 0.07], [-0.57, -0.65, 0.60], [0.66, 0.03, 0.11], [0.27, -1.19, -1.25], [-4.06, 4.88, 2.24], [3.39, -0.84, 1.39], [2.63, -4.13, -1.96], [0.32, 0.39, -0.25], [-0.99, 0.02, 0.16], [-0.27, 0.00, -0.65], [-1.57, 1.12, 0.33], [-1.87, -3.11, -1.83], [-1.14, -3.79, 7.71], [1.76, 3.48, -2.62], [0.82, 1.92, -6.64], [0.37, 0.46, 0.41], [0.40, 1.05, 0.24], [0.28, 0.70, 1.19], [-0.47, -0.44, 1.21], [1.21, -0.81, -0.06], [-0.36, 2.93, -1.17], [-0.54, -1.12, 2.17], [-0.41, -0.28, -0.32], [-0.19, 0.37, 0.01], [-0.46, -0.33, -0.30], [0.89, -0.81, 0.07], [-0.20, 0.11, -0.95], [-0.37, -0.30, 0.08], [0.51, 0.42, 1.26], [1.38, -0.15, 1.23], [-1.25, -0.93, 0.49], [0.23, 0.24, -0.12], [-1.32, 0.09, -0.06], [1.05, -0.61, -0.67], [-1.62, 0.01, -1.52], [0.61, 0.67, -0.46], [0.31, -0.08, 0.06], [-1.74, 2.68, 2.56], [0.02, 3.70, 1.30], [1.22, -1.06, 0.01], [-1.70, -2.45, -1.86], [3.53, -0.16, -0.92], [-0.32, 0.25, -0.51], [0.09, -0.18, -0.42], [-0.66, -2.03, -1.31], [-0.67, -0.66, 0.80], [1.00, 2.18, -0.10], [-3.83, 0.08, 1.64], [4.28, -0.52, -3.52], [-0.34, 0.14, -0.56], [-1.09, -1.23, 0.33], [0.82, 0.43, 0.48], [-1.52, -0.05, -0.13], [-0.17, -2.41, 0.01], [0.78, 1.39, 1.78], [0.43, 0.66, -2.03], [1.13, -3.87, -3.10], [-0.20, 0.53, 0.04], [-1.19, 0.40, -0.23], [0.28, -0.31, 2.19], [0.29, 0.33, -0.01], [0.06, -0.51, -0.01], [-0.53, 2.73, 3.36], [-0.40, 0.38, -0.18], [-2.02, -0.50, -0.61], [1.08, 0.22, -0.87], [0.10, -0.84, 0.52], [-0.19, 1.12, 0.31], [1.50, 0.30, 0.05], [-0.30, -0.27, 0.58], [0.92, 0.30, 0.21], [-3.79, -1.08, 1.79], [-0.59, 0.51, -0.13], [0.33, -0.23, -0.97], [0.31, -0.34, -0.31], [2.73, 0.76, -0.11]],
  "homo_ev": -8.93,
  "lumo_energy_ev": 0.1,
  "de_lowest_kj_mol": 648.7,
  "max_force_ev_per_a": 8.67
}


# 3
{
  "formula": "C15H50O10",
  "method": "ωB97M-V/def2-TZVPD",
  "species": ["C", "C", "O", "H", "H", "H", "H", "H", "H", "C", "C", "O", "H", "H", "H", "H", "H", "H", "C", "C", "O", "H", "H", "H", "H", "H", "H", "C", "C", "O", "H", "H", "H", "H", "H", "H", "C", "C", "O", "H", "H", "H", "H", "H", "H", "C", "O", "H", "H", "H", "H", "C", "O", "H", "H", "H", "H", "C", "O", "H", "H", "H", "H", "C", "O", "H", "H", "H", "H", "C", "O", "H", "H", "H", "H"],
  "coordinates": [[-9.74127, -19.86301, 6.40230], [-10.92284, -20.82065, 6.13079], [-10.55959, -22.14923, 6.50143], [-9.37696, -19.96375, 7.42466], [-10.06426, -18.83177, 6.25971], [-8.95451, -20.06972, 5.67676], [-11.16004, -20.77721, 5.06780], [-11.83606, -20.50520, 6.63538], [-9.74146, -22.39315, 6.06237], [-13.61948, -14.00075, 4.49224], [-13.65176, -12.55947, 4.99961], [-14.99165, -12.11508, 4.68250], [-14.45132, -14.56160, 4.91836], [-12.67353, -14.47929, 4.74576], [-13.80098, -13.99083, 3.41750], [-12.88415, -12.00891, 4.45578], [-13.48832, -12.58591, 6.07696], [-15.60180, -12.61823, 5.22672], [-5.99112, -11.40959, 3.69819], [-6.18173, -11.75401, 5.19729], [-6.59357, -13.06459, 5.32538], [-5.12202, -11.87284, 3.23111], [-5.75872, -10.35174, 3.57562], [-6.83915, -11.64166, 3.05392], [-6.83467, -11.08505, 5.75788], [-5.18726, -11.66833, 5.63525], [-5.91652, -13.65465, 4.98623], [-9.51637, -19.42727, 2.10891], [-8.06024, -19.78675, 2.21324], [-7.35358, -18.69878, 2.73529], [-9.96382, -19.26163, 3.08894], [-10.01009, -20.26411, 1.61491], [-9.79906, -18.54491, 1.53477], [-7.66568, -20.15405, 1.26586], [-7.88091, -20.61475, 2.89906], [-6.48757, -19.03906, 2.97157], [-9.81134, -11.95391, 3.81247], [-10.12455, -10.50078, 3.51071], [-10.81368, -10.37237, 2.30817], [-9.34040, -12.45671, 2.96778], [-10.69319, -12.54575, 4.05777], [-9.07389, -12.10469, 4.60086], [-9.18215, -9.95473, 3.46802], [-10.73928, -10.10660, 4.31992], [-10.09867, -10.27216, 1.67546], [-11.58200, -16.49687, 1.37604], [-12.58536, -15.55127, 0.93941], [-10.61414, -16.23728, 0.94716], [-11.52526, -16.48034, 2.46444], [-11.82755, -17.46600, 0.94177], [-12.27532, -14.65442, 1.08477], [-6.57814, -14.17033, 1.15180], [-7.90812, -14.66317, 0.99920], [-6.48695, -13.15403, 0.76848], [-6.18696, -14.20908, 2.16845], [-5.91369, -14.76632, 0.52618], [-8.08565, -15.11919, 1.82511], [-8.49109, -14.28116, 7.81742], [-7.23255, -14.90819, 7.72528], [-9.13509, -14.51550, 6.96980], [-8.91570, -14.62988, 8.75880], [-8.32727, -13.20371, 7.79829], [-6.90652, -14.56669, 6.88940], [-11.37800, -16.55130, 8.39465], [-11.60671, -15.72818, 7.27721], [-10.92469, -16.06235, 9.25693], [-12.32980, -16.94400, 8.75238], [-10.80531, -17.40728, 8.03770], [-12.15444, -16.20776, 6.65143], [-9.19720, -15.95827, 4.45012], [-8.72128, -16.26720, 3.13064], [-8.86819, -16.67265, 5.20478], [-8.75752, -14.97929, 4.64082], [-10.28665, -15.96240, 4.48465], [-8.51848, -17.20512, 3.10283]],
  "atomic_forces_ev_per_a": [[-0.93, -0.14, -0.16], [1.19, 0.31, -0.22], [-0.73, 0.11, 0.27], [0.05, -0.10, -0.08], [0.06, 0.13, -0.07], [0.21, 0.02, 0.14], [-0.05, -0.05, -0.24], [0.17, -0.39, 0.42], [0.04, 0.14, -0.11], [0.23, 0.19, -0.04], [-1.28, -1.77, -0.42], [0.85, 1.01, 0.09], [0.09, -0.13, 0.25], [0.06, -0.20, -0.15], [0.29, -0.13, -0.05], [-0.46, 0.56, 0.21], [0.21, 0.51, 0.05], [0.05, -0.05, 0.06], [-0.08, 0.86, 0.14], [1.68, 0.77, -1.49], [-1.14, -1.68, 0.65], [0.07, -0.53, 0.38], [-0.23, 0.25, 0.12], [-0.23, -0.05, 0.30], [-0.28, -0.18, -0.32], [0.12, 0.35, 0.35], [0.11, 0.09, -0.17], [-0.64, -0.47, -0.05], [-0.28, -0.54, 0.02], [0.68, 0.59, 0.03], [0.02, -0.24, 0.17], [-0.28, -0.06, 0.19], [0.71, 0.08, -0.23], [0.09, 0.41, -0.37], [-0.58, -0.38, 0.14], [0.20, 0.41, 0.13], [0.40, -0.75, -0.02], [0.41, -0.79, 1.23], [-0.09, 0.36, -0.77], [-0.09, 0.12, -0.40], [-0.12, 0.13, 0.04], [-0.14, 0.30, 0.38], [0.05, 0.30, 0.18], [0.00, 0.26, -0.05], [-0.41, -0.05, -0.59], [-0.26, 1.10, -0.72], [0.11, -0.71, 0.02], [0.19, 0.13, 0.21], [0.09, -0.42, 0.01], [-0.36, 0.00, 0.40], [0.21, -0.04, 0.07], [0.05, -0.27, -0.91], [0.72, 0.69, 0.29], [-0.24, 0.18, 0.17], [-0.26, 0.03, 0.17], [0.22, -0.16, 0.00], [-0.57, -0.50, 0.23], [0.06, 0.16, 0.23], [0.23, -0.33, -0.46], [-0.23, -0.24, 0.12], [-0.30, 0.32, -0.14], [-0.36, 0.24, 0.37], [0.55, -0.02, -0.10], [-0.72, -1.21, -0.22], [0.17, 1.12, -0.12], [0.27, 0.35, -0.56], [-0.15, -0.11, 0.21], [0.43, -0.13, 0.59], [-0.04, -0.02, 0.06], [0.41, 0.17, -0.60], [-0.35, -0.11, 0.60], [0.31, -0.03, -0.04], [-0.46, 0.07, 0.51], [-0.09, 0.35, -0.06], [0.37, -0.19, -0.25]],
  "homo_ev": -9.87,
  "lumo_energy_ev": 0.2,
  "de_lowest_kj_mol": 531.7,
  "max_force_ev_per_a": 2.37
}